Record 1
Computed, not measured: a cluster of 2 separate species, C3H8N3O in total at a distorted geometry, with ωB97M-V with the def2-TZVPD basis set.

Each line ends with the Mulliken charge.
Geometry (Å):
N (-1.363, -1.347, 0.174)  -0.27
H (-0.661, 0.502, 1.063)  0.29
N (0.592, 1.947, 0.166)  -0.73
C (-0.918, -0.641, -1.009)  -0.42
H (0.044, 2.750, 0.543)  0.26
H (0.010, -1.102, 1.850)  0.37
H (1.550, 1.966, 0.002)  0.19
H (-0.003, 1.887, -0.697)  0.28
H (-1.444, 0.256, -1.264)  0.30
O (2.574, -1.002, 0.326)  -0.45
C (-0.529, -0.590, 1.018)  -0.33
C (0.461, -0.361, -0.366)  0.27
H (-0.678, -1.202, -1.971)  0.30
N (1.545, -0.790, -0.179)  0.61
H (-1.179, -2.274, 0.346)  0.30

Summary:
**Charge**: +1
**E_tot**: -358.116557 hartree

=====

Record 2
Computed, not measured: a structure of composition C28H46BrNOP2Pd at a distorted geometry, with ωB97M-V with the def2-TZVPD basis set.

Each line ends with the Löwdin spin population.
Geometry (Å):
C (0.821, 2.959, 3.250)  0.00
H (0.010, 3.854, -0.338)  0.00
C (0.753, 4.425, 2.880)  0.00
H (-5.404, -0.605, -3.231)  0.00
C (6.488, -6.284, -1.641)  0.00
C (7.143, -6.351, 0.559)  0.00
C (3.257, -3.479, -0.404)  0.00
H (3.688, 1.018, -0.957)  0.00
H (-5.620, -2.145, 1.456)  0.00
H (-1.881, 0.799, -2.171)  0.01
H (3.249, 2.722, -0.902)  0.00
C (-0.001, 3.579, -1.402)  0.02
H (0.945, 5.039, 3.774)  0.00
H (7.778, -6.816, 1.323)  0.00
H (-5.678, 1.099, -2.796)  0.00
C (-0.009, 2.637, 4.464)  0.00
N (7.234, -6.836, -0.681)  0.01
C (-0.069, -1.557, 1.462)  -0.01
C (0.894, -2.699, -0.506)  0.00
C (-0.206, -2.053, 0.071)  0.03
C (5.417, -4.745, -0.090)  0.00
C (6.258, -5.315, 0.896)  0.01
H (-4.774, 4.306, 1.151)  0.00
H (2.461, 1.586, 0.206)  0.01
C (-0.439, 0.087, -3.638)  0.00
C (-5.135, 3.284, 1.225)  0.01
H (-4.457, -1.131, -1.047)  0.00
Pd (-0.139, 0.237, 0.071)  0.59
H (1.537, -0.524, 2.645)  0.00
H (-5.031, -1.786, 3.087)  0.00
C (1.288, -1.193, 1.822)  0.02
H (-4.370, 2.746, -0.740)  0.00
C (1.006, 4.397, -2.211)  0.01
H (4.645, -3.208, 1.194)  0.00
C (-4.385, 2.344, 0.285)  0.09
H (6.184, -5.018, 1.938)  0.00
H (0.188, 1.601, 4.721)  0.00
Br (-1.307, -2.303, 2.677)  0.00
H (-6.195, 3.308, 0.978)  0.00
H (-1.196, -2.134, -0.397)  0.01
H (1.816, 0.328, -2.168)  0.00
P (-5.203, 0.705, 0.276)  0.62
C (4.413, -3.738, 0.272)  0.03
C (2.840, 1.705, -0.824)  0.01
P (0.120, 1.760, -1.426)  0.13
H (0.346, 0.485, -4.290)  0.00
H (3.320, -1.809, 1.737)  0.00
H (-3.647, 0.363, -1.561)  0.01
H (0.678, -3.320, -1.371)  0.00
H (-1.256, -0.263, -4.277)  0.00
H (1.161, 4.005, -3.223)  0.00
H (-6.402, -0.878, 2.432)  0.00
H (1.976, 2.017, -2.815)  0.01
H (6.608, -6.694, -2.648)  0.00
H (1.978, 4.478, -1.710)  0.00
H (-1.013, 3.755, -1.792)  0.00
H (1.492, 4.657, 2.112)  0.00
H (-1.070, 2.846, 4.264)  0.00
C (2.370, -1.819, 1.212)  0.00
C (2.177, -2.633, 0.075)  0.02
H (-1.289, 2.072, -3.255)  0.00
H (0.594, 5.407, -2.322)  0.00
H (-0.257, 4.660, 2.514)  0.00
C (-4.617, -0.069, -1.279)  0.09
H (3.137, -3.958, -1.383)  0.00
H (-3.548, -0.793, 1.248)  0.02
C (-5.440, -1.337, 2.175)  0.01
H (0.316, 3.262, 5.306)  0.00
H (4.942, -4.910, -2.228)  0.00
O (1.504, 2.139, 2.640)  0.01
H (-6.658, -0.179, -2.047)  0.00
H (-0.045, -0.773, -3.084)  0.00
C (-4.454, -0.298, 1.626)  0.10
C (-5.651, 0.075, -2.405)  0.01
H (-4.185, 0.407, 2.423)  0.00
C (1.818, 1.401, -1.923)  0.03
H (-5.047, 2.972, 2.264)  0.00
C (5.557, -5.258, -1.402)  0.01
C (-0.998, 1.163, -2.719)  0.04
H (-3.334, 2.220, 0.590)  0.02

Summary:
**Charge**: +2
**E_tot**: -4608.433837 hartree
**2S+1**: 3